The following is a quantum chemistry calculation of a 8-piece molecular cluster, C55H51IN2O17S2 overall, from OMol25.

```
128
Properties=species:S:1:pos:R:3:mulliken_charge:R:1
C -4.127 -1.181 1.221 -1.486
C -4.713 -2.330 0.400 -0.085
N -5.045 -1.953 -0.993 0.142
C -6.108 -2.801 -1.590 -0.947
C -6.097 -4.295 -1.245 -0.742
C -3.902 -1.810 -1.811 -0.191
S -3.175 -3.034 -2.623 -0.134
S -3.341 -0.148 -1.776 -0.231
C -2.194 0.029 -3.167 -0.513
C -1.419 1.344 -2.998 -0.773
C -0.140 1.159 -2.135 -0.309
C 0.886 2.200 -2.460 0.517
O 1.661 2.178 -3.377 -0.568
O 0.786 3.288 -1.611 -0.317
C 1.947 3.853 -1.037 -0.724
I 2.763 5.437 -2.295 0.064
N 2.871 2.844 -0.582 0.341
C 4.079 2.562 -1.377 -1.215
C 3.220 3.088 0.810 0.421
C 3.975 4.339 1.143 -0.846
O 2.862 2.307 1.644 -0.562
H -3.049 -1.082 1.055 0.294
H -4.294 -1.344 2.289 0.459
H -4.590 -0.236 0.920 0.286
H -5.640 -2.690 0.851 0.449
H -3.991 -3.162 0.380 0.253
H -6.025 -2.676 -2.674 0.482
H -7.055 -2.349 -1.270 0.305
H -5.083 -4.668 -1.071 0.234
H -6.506 -4.867 -2.085 0.281
H -6.719 -4.519 -0.374 0.394
H -2.805 0.049 -4.075 0.527
H -1.532 -0.832 -3.232 0.124
H -2.060 2.095 -2.519 0.330
H -1.135 1.704 -3.992 0.455
H 0.303 0.179 -2.331 0.359
H -0.386 1.231 -1.071 0.294
H 1.567 4.425 -0.188 0.639
H 4.459 1.578 -1.079 0.399
H 4.878 3.301 -1.228 0.491
H 3.812 2.517 -2.432 0.266
H 4.520 4.198 2.082 0.334
H 4.670 4.667 0.367 0.355
H 3.268 5.165 1.302 0.142
C 0.408 7.835 4.491 -0.454
C 1.720 7.637 4.413 -0.298
C 2.273 6.301 4.083 0.113
O 3.469 6.098 4.024 -0.588
C 1.315 5.195 3.832 -0.088
C 0.004 5.396 3.910 -0.521
C -0.555 6.730 4.250 0.226
O -1.751 6.900 4.335 -0.581
H -0.024 8.795 4.743 0.432
H 2.442 8.421 4.600 0.466
H 1.750 4.229 3.599 0.701
H -0.716 4.604 3.742 0.601
C 4.095 6.010 7.356 -0.042
C 5.119 5.270 7.768 -0.550
C 5.918 5.658 8.958 0.331
O 6.852 4.987 9.339 -0.546
C 5.530 6.906 9.668 -0.390
C 4.507 7.647 9.252 -0.419
C 3.710 7.256 8.062 0.423
O 2.780 7.934 7.677 -0.539
H 3.498 5.750 6.494 0.445
H 5.420 4.359 7.267 0.437
H 6.128 7.166 10.532 0.412
H 4.206 8.561 9.749 0.419
C -0.954 0.137 6.741 -0.341
C 0.050 0.992 6.918 -0.430
C -0.148 2.454 6.751 0.419
O 0.766 3.236 6.904 -0.531
C -1.507 2.924 6.381 -0.360
C -2.511 2.071 6.200 -0.383
C -2.314 0.607 6.368 0.412
O -3.226 -0.172 6.207 -0.563
H -0.837 -0.933 6.855 0.411
H 1.049 0.674 7.186 0.423
H -1.623 3.995 6.268 0.516
H -3.508 2.390 5.924 0.429
C -9.929 -8.486 -2.326 -0.365
C -9.060 -7.655 -1.756 -0.239
C -7.660 -8.071 -1.486 0.396
O -6.870 -7.314 -0.967 -0.501
C -7.265 -9.448 -1.879 -0.355
C -8.134 -10.279 -2.448 -0.365
C -9.535 -9.864 -2.718 0.344
O -10.326 -10.619 -3.238 -0.542
H -10.954 -8.208 -2.534 0.405
H -9.322 -6.647 -1.463 0.410
H -6.239 -9.725 -1.673 0.423
H -7.872 -11.287 -2.743 0.395
C 5.504 2.081 -5.843 -0.333
C 5.879 2.914 -4.877 -0.295
C 7.203 2.781 -4.216 0.348
O 7.540 3.531 -3.326 -0.555
C 8.095 1.689 -4.684 -0.415
C 7.722 0.859 -5.654 -0.347
C 6.396 0.990 -6.309 0.423
O 6.054 0.234 -7.193 -0.559
H 4.541 2.156 -6.333 0.437
H 5.240 3.715 -4.528 0.446
H 9.054 1.613 -4.188 0.414
H 8.352 0.055 -6.011 0.422
C 2.102 -2.135 -6.522 -0.453
C 1.167 -1.190 -6.462 -0.489
C -0.211 -1.500 -6.012 0.406
O -1.065 -0.639 -5.944 -0.564
C -0.515 -2.903 -5.635 -0.217
C 0.415 -3.851 -5.695 -0.453
C 1.798 -3.541 -6.140 0.344
O 2.650 -4.402 -6.188 -0.562
H 3.118 -1.937 -6.841 0.507
H 1.360 -0.158 -6.728 0.474
H -1.528 -3.099 -5.309 0.477
H 0.216 -4.879 -5.424 0.519
C 0.579 -7.783 -2.669 -0.420
C 1.561 -7.610 -1.789 -0.389
C 1.672 -6.360 -0.993 0.321
O 2.568 -6.204 -0.194 -0.550
C 0.645 -5.311 -1.217 -0.428
C -0.337 -5.483 -2.097 0.218
C -0.447 -6.733 -2.892 0.318
O -1.342 -6.891 -3.696 -0.575
H 0.477 -8.682 -3.263 0.430
H 2.322 -8.358 -1.608 0.419
H 0.747 -4.410 -0.625 0.456
H -1.099 -4.733 -2.277 0.231
```

Its structure (SMILES) is CCN(CC)C(=S)SCCCC(=O)O[C@H](I)N(C)C(C)=O.O=C1C=CC(=O)C=C1.O=C1C=CC(=O)C=C1.O=C1C=CC(=O)C=C1.O=C1C=CC(=O)C=C1.O=C1C=CC(=O)C=C1.O=C1C=CC(=O)C=C1.O=C1C=CC(=O)C=C1. As for the electronic energy: -4608.80552 hartree. The value obtained for the orbital gap is 6.951 eV. The multiplicity is 1. For the LUMO energy, the calculation gives -1.685 eV.